{
  "formula": "C40H53N4NiOP2Si2",
  "method": "ωB97M-V with the def2-TZVPD basis set",
  "elements": ["Ni", "C", "C", "C", "C", "C", "O", "C", "N", "C", "C", "C", "C", "C", "C", "P", "C", "C", "C", "C", "C", "C", "C", "C", "C", "C", "C", "C", "H", "H", "H", "H", "H", "H", "H", "H", "H", "H", "H", "H", "H", "H", "H", "H", "H", "H", "H", "H", "H", "H", "H", "H", "C", "Si", "C", "C", "C", "C", "C", "C", "C", "Si", "C", "C", "H", "H", "H", "H", "H", "H", "H", "H", "H", "H", "H", "H", "H", "H", "H", "H", "C", "N", "C", "N", "C", "N", "C", "P", "C", "C", "H", "H", "H", "H", "H", "H", "H", "H", "H", "H", "H", "H", "H"],
  "coordinates": [[-0.1063, -0.0639, 0.2482], [3.2909, 0.6385, -3.0882], [2.5856, -0.7052, -2.6995], [3.3378, -1.8491, -3.4240], [2.7501, -0.9401, -1.1480], [4.1196, -0.7797, -0.5070], [4.1167, 0.4752, 0.2311], [2.7781, 0.8736, 0.2557], [1.9448, 0.0960, -0.3391], [2.6534, 2.2697, 0.6587], [3.7926, 2.9133, 1.2713], [3.8072, 4.2597, 1.4653], [2.8350, 5.0957, 0.9803], [1.7535, 4.4461, 0.3673], [1.5623, 3.0595, 0.2985], [0.0009, 2.3122, -0.3985], [0.1660, 2.4978, -2.1920], [-0.5037, 1.5778, -2.9841], [-0.5008, 1.6590, -4.4095], [0.1501, 2.7228, -5.0055], [0.8419, 3.5882, -4.2051], [0.7896, 3.5286, -2.8115], [-1.2074, 3.6279, -0.0836], [-1.0446, 4.3888, 1.0860], [-1.9555, 5.3977, 1.4291], [-2.7381, 5.8770, 0.4373], [-2.8118, 5.3155, -0.8286], [-2.0624, 4.1918, -1.0978], [3.2548, 0.7885, -4.1892], [4.3184, 0.5731, -2.7649], [2.8340, 1.5002, -2.5538], [1.5061, -0.7498, -2.9121], [4.3251, -1.9251, -2.9843], [3.3730, -1.8094, -4.5404], [2.9466, -2.8359, -3.1686], [2.3094, -1.9184, -0.9415], [4.9878, -0.7152, -1.2292], [4.3957, -1.5858, 0.2510], [4.5695, 2.2275, 1.5315], [4.4559, 4.6655, 2.2487], [2.8733, 6.1505, 1.2194], [1.0567, 5.1321, -0.1531], [-0.9748, 0.6831, -2.5276], [-0.9318, 0.8483, -4.9586], [0.0893, 2.8992, -6.0642], [1.5561, 4.3550, -4.6730], [1.3221, 4.3164, -2.2733], [-0.2614, 4.0791, 1.8137], [-2.0548, 5.8667, 2.3799], [-3.3215, 6.8108, 0.6911], [-3.5975, 5.7636, -1.5723], [-2.1291, 3.6853, -2.0291], [-3.5516, 1.3838, 0.0205], [-2.3970, -0.1476, 0.1716], [-2.9843, -1.1491, -1.4257], [-3.1777, -1.0134, 1.6183], [-4.4106, -1.7614, 1.6060], [-4.7566, -2.4245, 2.7690], [-3.9968, -2.3016, 3.9425], [-2.9188, -1.3297, 3.9841], [-2.3631, -0.8601, 2.7935], [-0.8091, 0.2413, 2.5098], [0.5919, -0.2873, 3.6428], [-1.6340, 1.8631, 3.2264], [-4.5482, 0.9288, -0.0422], [-3.4147, 1.8606, -0.9782], [-3.5515, 2.1964, 0.8101], [-3.6219, -1.9646, -1.0279], [-2.1057, -1.4771, -2.0425], [-3.6107, -0.5526, -2.0889], [-4.9697, -1.7196, 0.6778], [-5.6840, -3.0136, 2.7197], [-4.2378, -2.8333, 4.8381], [-2.5076, -1.2207, 4.9874], [0.4222, -0.1233, 4.6883], [1.5320, 0.2229, 3.5265], [0.8058, -1.3399, 3.4980], [-1.9673, 2.4358, 2.3452], [-0.9459, 2.3988, 3.8123], [-2.5297, 1.5873, 3.7576], [-0.8543, -5.6915, 0.1682], [0.2024, -5.1843, -0.7909], [1.5567, -5.3921, -0.1364], [1.6327, -4.7706, 1.1476], [0.5007, -5.3022, 1.9887], [-0.7908, -5.0758, 1.4287], [-1.0957, -3.6415, 1.5211], [0.0880, -2.6576, 0.4046], [-0.1535, -3.7465, -1.0496], [1.6863, -3.3061, 1.1352], [-0.6414, -6.7411, 0.1978], [-1.8974, -5.6026, -0.2699], [0.1489, -5.7097, -1.6860], [2.3552, -5.0019, -0.7691], [1.7253, -6.5053, 0.0564], [0.5268, -4.7696, 2.9810], [0.6748, -6.3726, 2.0562], [-0.9912, -3.2925, 2.5688], [-2.1247, -3.3859, 1.1660], [0.4476, -3.3445, -1.8796], [-1.2106, -3.7065, -1.3708], [1.8243, -2.8512, 2.1598], [2.4841, -2.8279, 0.5250]],
  "forces_ev_per_angstrom": [[-0.1, 0.6, 0.3], [-1.5, -0.2, 0.0], [1.4, 0.3, 0.4], [-0.4, -0.4, 0.1], [-1.3, 1.0, 0.4], [2.2, -0.6, 0.4], [-1.8, -0.5, -0.7], [1.7, -0.6, -1.0], [0.5, -0.6, -0.5], [0.8, 1.2, 1.0], [-1.9, -2.0, -1.3], [0.9, 0.6, 2.2], [-1.1, -1.4, -0.2], [-0.4, 1.8, -0.8], [0.2, 0.5, -0.9], [0.1, -0.3, 0.5], [-1.0, -1.0, 0.4], [-0.1, -1.5, -1.4], [0.1, 0.1, 2.1], [-0.4, -0.5, -0.2], [1.8, 2.2, 0.0], [1.5, 1.4, -1.1], [0.3, 2.6, -0.5], [-0.4, -1.4, 1.3], [1.3, -0.7, -0.6], [-2.0, 2.3, -0.1], [-1.6, 0.7, -1.3], [0.5, -0.8, 1.4], [0.0, 0.1, 0.8], [0.4, 0.0, -0.1], [0.2, -0.5, -0.6], [0.3, 0.4, 0.0], [0.6, 0.3, -0.4], [0.0, 0.3, 1.0], [-0.5, -0.1, -0.1], [0.2, 0.1, -0.1], [-1.0, -0.1, 0.7], [-0.6, 0.8, -1.0], [0.6, 0.2, 0.5], [0.5, -0.1, -0.8], [-0.2, 0.0, -0.5], [0.0, -0.7, 0.7], [0.2, 0.7, -0.1], [-0.4, -0.1, -0.4], [0.3, -0.2, -0.3], [-1.5, -1.0, 0.7], [-0.1, -0.4, 0.0], [-0.9, 0.2, -0.5], [0.6, 0.1, 0.7], [0.4, -1.3, -0.5], [1.9, -1.0, 1.3], [-0.2, -0.2, -0.7], [0.2, 0.8, -0.3], [-1.0, 0.3, -1.5], [0.5, 0.0, 0.4], [0.0, -1.2, 0.7], [2.6, 1.7, 0.5], [-0.8, -0.7, 0.0], [0.9, 2.3, -1.1], [-1.0, -2.8, 0.2], [-1.2, -0.1, -0.6], [-0.9, 0.4, 0.3], [0.1, -0.1, 0.2], [0.0, -1.1, -2.2], [0.0, 0.1, 0.3], [0.0, -0.1, 0.7], [0.1, -1.1, -0.9], [0.5, 0.0, -0.6], [-0.8, -0.2, 0.6], [-0.1, 0.1, 0.0], [-0.4, -0.4, 0.3], [0.5, 0.0, 0.4], [-0.3, -0.1, 0.4], [0.4, 0.3, -0.3], [-0.6, -0.1, 0.8], [0.5, 0.4, -0.7], [0.0, -0.4, 0.0], [0.2, 0.1, 0.6], [0.7, 1.0, 0.8], [-0.1, -0.1, 0.5], [-2.1, -0.4, -0.7], [-0.6, 0.3, -0.9], [1.1, -0.9, 1.1], [-0.3, -0.3, 0.5], [1.5, 0.8, 1.1], [0.1, 0.3, 0.2], [-0.4, 0.9, -0.9], [-0.7, 1.4, 1.7], [0.6, 0.3, -0.9], [-0.6, 0.8, -0.2], [0.0, -0.8, 0.6], [1.4, 0.3, 0.1], [0.1, 0.3, 0.7], [-0.3, -0.1, -0.3], [-0.5, 1.3, -0.7], [0.2, -0.9, -0.9], [0.0, -0.1, 0.4], [-0.2, -0.3, -0.6], [0.6, -0.4, 0.4], [-0.1, -0.3, 0.1], [0.4, 0.0, 0.2], [-0.4, -0.8, -0.9], [-0.1, -1.1, 0.5]],
  "e_lumo_ev": [-2.8, -2.8],
  "homo_energy_ev": [-7.355, -10.050],
  "max_force_ha_per_bohr": 0.0610,
  "total_charge": 1,
  "total_energy_ha": -4619.9453,
  "spin_multiplicity": 3,
  "relative_energy_kj_mol": 30.7,
  "gap_ev": [4.5, 7.2],
  "s2": 2.01
}


{
  "formula": "C5H9N",
  "method": "ωB97M-V with the def2-TZVPD basis set",
  "elements": ["C", "C", "C", "N", "C", "C", "H", "H", "H", "H", "H", "H", "H", "H", "H"],
  "coordinates": [[-1.6730, 1.0084, -0.1263], [-1.8389, -0.5278, -0.1864], [-0.5337, 0.1046, -0.0705], [0.7151, -0.0138, -0.3231], [1.7314, -1.0414, -0.4872], [1.9890, 0.3953, -0.2155], [-1.8500, 1.5701, -1.0415], [-1.9981, 1.5168, 0.7792], [-2.2741, -1.0165, 0.6840], [-2.1390, -0.9664, -1.1356], [0.5791, 0.4544, 2.1803], [1.8181, -1.7538, 0.3374], [1.7562, -1.4958, -1.4815], [2.4553, 1.1809, -0.7928], [1.2626, 0.5849, 1.8793]],
  "forces_ev_per_angstrom": [[0.0, 0.2, 0.0], [-0.1, -0.2, 0.0], [0.1, 0.0, -0.2], [-0.3, 0.0, 0.2], [0.0, -0.4, 0.0], [0.1, 0.2, -0.1], [0.0, -0.1, 0.1], [0.1, -0.1, -0.1], [0.1, 0.1, -0.1], [0.0, 0.1, 0.1], [0.1, 0.0, 0.1], [0.1, 0.1, -0.1], [0.0, 0.1, 0.1], [-0.1, -0.1, 0.0], [-0.1, 0.0, 0.2]],
  "e_lumo_ev": [1.1, 1.1],
  "homo_energy_ev": [-7.169, -7.169],
  "max_force_ha_per_bohr": 0.0071,
  "total_charge": 0,
  "total_energy_ha": -250.4375,
  "spin_multiplicity": 1,
  "relative_energy_kj_mol": 602.4,
  "gap_ev": [8.3, 8.3]
}


{
  "formula": "C17H19N3O2S",
  "method": "ωB97M-V with the def2-TZVPD basis set",
  "elements": ["O", "C", "N", "C", "C", "O", "N", "C", "C", "N", "C", "C", "C", "C", "C", "C", "C", "C", "C", "C", "C", "C", "S", "H", "H", "H", "H", "H", "H", "H", "H", "H", "H", "H", "H", "H", "H", "H", "H", "H", "H", "H"],
  "coordinates": [[1.8816, -2.4042, 1.3135], [1.6750, -2.8057, 0.1784], [0.4567, -3.2300, -0.2321], [-0.6984, -3.2682, 0.6356], [-1.7644, -2.2698, 0.1652], [-2.7061, -2.6605, -0.5036], [-1.6086, -0.9772, 0.5054], [-0.4890, -0.3604, 1.1820], [0.1975, 0.6097, 0.2049], [-0.7162, 1.6087, -0.2989], [-0.9093, 2.8049, 0.3876], [-1.6470, 3.8327, -0.2117], [-1.8169, 5.0496, 0.4153], [-1.2478, 5.2909, 1.6548], [-0.4992, 4.2927, 2.2504], [-0.3319, 3.0666, 1.6333], [-1.8380, 0.9714, -0.9555], [-2.5508, 0.0047, 0.0034], [2.7357, -2.8425, -0.8327], [2.7607, -3.3157, -2.1189], [4.0163, -3.1526, -2.7311], [4.9228, -2.5594, -1.9058], [4.2699, -2.1905, -0.3675], [0.3161, -3.5258, -1.1837], [-1.1561, -4.2611, 0.5861], [-0.3633, -3.0742, 1.6554], [0.2349, -1.0914, 1.5349], [-0.8765, 0.1985, 2.0416], [1.0578, 1.0842, 0.6739], [0.5612, 0.0348, -0.6559], [-2.0757, 3.6875, -1.1916], [-2.3930, 5.8213, -0.0746], [-1.3819, 6.2433, 2.1441], [-0.0433, 4.4616, 3.2154], [0.2514, 2.3152, 2.1420], [-2.5512, 1.7130, -1.3082], [-1.4611, 0.4104, -1.8178], [-3.3539, -0.5275, -0.5079], [-2.9617, 0.5675, 0.8490], [1.9242, -3.7725, -2.6181], [4.2348, -3.4621, -3.7373], [5.9452, -2.3180, -2.1190]],
  "forces_ev_per_angstrom": [[0.2, 0.0, 0.1], [-0.4, -0.1, 0.0], [-0.1, -0.1, -0.1], [-0.2, 0.0, 0.1], [0.2, -0.3, 0.2], [-0.1, -0.3, -0.2], [-0.2, 0.4, 0.1], [0.5, 0.1, 0.0], [0.1, -0.1, 0.3], [0.2, -0.1, -0.3], [0.1, 0.2, 0.1], [-0.1, 0.0, 0.0], [0.0, 0.0, 0.0], [0.0, 0.1, 0.1], [0.0, 0.2, 0.0], [0.0, -0.2, 0.0], [-0.4, -0.2, 0.1], [-0.2, 0.1, -0.4], [0.7, 0.2, -0.1], [-0.2, 0.1, 0.4], [0.2, 0.0, -0.1], [-0.1, 0.1, 0.3], [-0.3, -0.3, -0.4], [0.1, 0.0, 0.0], [0.0, 0.2, 0.0], [0.0, 0.0, -0.1], [-0.1, 0.0, 0.0], [0.1, 0.0, 0.0], [0.0, 0.0, 0.0], [0.0, 0.0, 0.1], [0.0, 0.0, -0.1], [0.0, 0.1, -0.1], [0.0, 0.1, 0.0], [0.0, 0.0, 0.1], [0.0, -0.1, 0.0], [0.1, 0.0, 0.0], [-0.1, 0.0, 0.0], [0.1, 0.1, 0.1], [0.0, 0.0, 0.0], [-0.2, -0.1, -0.1], [0.1, 0.0, -0.2], [0.2, 0.0, -0.1]],
  "e_lumo_ev": 0.3,
  "homo_energy_ev": -7.675,
  "max_force_ha_per_bohr": 0.0143,
  "total_charge": 0,
  "smiles": "O=C(NCC(=O)N1CCN(c2ccccc2)CC1)c1cccs1",
  "total_energy_ha": -1372.1688,
  "spin_multiplicity": 1,
  "relative_energy_kj_mol": 110.3,
  "gap_ev": 7.9
}


{
  "formula": "C22H29BrCl2HoN7O7S",
  "method": "ωB97M-V with the def2-TZVPD basis set",
  "elements": ["Ho", "O", "C", "C", "N", "C", "C", "O", "O", "C", "C", "O", "O", "H", "H", "H", "H", "H", "H", "H", "H", "H", "Cl", "C", "Cl", "H", "H", "C", "C", "N", "N", "C", "S", "N", "N", "H", "H", "H", "H", "H", "H", "Br", "C", "C", "C", "C", "C", "C", "C", "O", "O", "H", "H", "H", "H", "C", "C", "C", "C", "N", "N", "C", "H", "H", "H", "H", "H", "H", "H", "H"],
  "coordinates": [[1.2027, 0.3891, 0.3121], [-0.0729, 1.5290, -1.5053], [0.7365, 2.1128, -2.5224], [1.9087, 1.1970, -2.9037], [2.7228, 0.9090, -1.7222], [3.5268, 2.0641, -1.3123], [2.6922, 3.0152, -0.4151], [2.7847, 4.2234, -0.5337], [1.9352, 2.4090, 0.4205], [3.5413, -0.2991, -1.8595], [3.5562, -1.1129, -0.5302], [4.0407, -2.2321, -0.5283], [3.0561, -0.5311, 0.4911], [-0.6277, 0.8377, -1.9468], [1.1130, 3.0600, -2.1226], [0.1291, 2.3195, -3.4111], [2.4949, 1.6723, -3.7083], [1.4977, 0.2518, -3.2747], [3.9475, 2.6235, -2.1632], [4.3527, 1.7058, -0.6893], [4.5795, -0.0774, -2.1398], [3.1330, -0.9602, -2.6262], [2.5904, 1.0096, 2.9436], [2.7755, -0.7140, 3.3043], [1.3489, -1.5076, 2.6207], [2.8116, -0.8705, 4.3822], [3.6540, -1.0927, 2.7758], [-5.1113, 0.0102, 0.9406], [-4.6127, -0.3748, -0.3980], [-5.2604, -1.0215, -1.3157], [-4.3864, -1.1802, -2.3363], [-3.1836, -0.6105, -2.0748], [-1.8462, -0.5690, -3.0360], [-3.3398, -0.0849, -0.8158], [-2.3575, 0.6062, -0.1288], [-6.1561, -0.2666, 1.0331], [-5.0170, 1.0852, 1.0971], [-4.5296, -0.5080, 1.7045], [-4.6561, -1.6488, -3.1857], [-1.6345, -0.0512, 0.1979], [-2.7772, 1.0837, 0.6615], [3.0519, -5.5456, -3.0556], [1.5484, -5.0463, -2.0148], [0.6016, -5.9935, -1.6615], [-0.5017, -5.6018, -0.9213], [-0.6488, -4.2848, -0.5171], [0.3139, -3.3468, -0.8693], [1.4115, -3.7281, -1.6356], [0.2258, -1.9030, -0.5057], [-0.4564, -1.4880, 0.4763], [0.8668, -1.0962, -1.2128], [0.7302, -7.0196, -1.9675], [-1.2522, -6.3349, -0.6660], [-1.5128, -3.9823, 0.0547], [2.1599, -2.9992, -1.9011], [-0.9831, 5.1490, 2.6602], [-0.9921, 3.6641, 2.6122], [-1.6628, 2.7365, 3.3913], [-1.2552, 1.4827, 2.9158], [-0.4072, 1.6292, 1.8942], [-0.2722, 2.9602, 1.7253], [-1.6187, 0.1406, 3.4464], [-1.3964, 5.4912, 3.6060], [-1.5819, 5.5676, 1.8509], [0.0340, 5.5226, 2.5535], [-2.3239, 2.9356, 4.2120], [0.4511, 3.2803, 1.0736], [-2.6508, 0.1224, 3.7899], [-0.9760, -0.0853, 4.2966], [-1.4644, -0.6282, 2.6919]],
  "forces_ev_per_angstrom": [[-1.5, 1.5, 0.6], [0.3, -0.1, 0.0], [0.4, 0.1, -0.2], [-0.5, 0.2, 0.0], [0.2, -0.1, -0.1], [-0.2, 0.4, 0.4], [1.0, 0.6, -0.9], [0.1, -0.1, 0.1], [-0.2, 0.4, 0.3], [0.0, -0.4, 0.4], [1.2, -0.8, -1.2], [0.0, 0.3, -0.1], [1.0, 0.1, 0.6], [-0.1, 0.2, 0.2], [-0.2, -0.1, -0.2], [0.1, 0.0, 0.1], [0.0, -0.1, 0.1], [0.1, 0.1, 0.0], [-0.2, -0.2, 0.2], [-0.1, 0.0, -0.1], [-0.1, 0.0, 0.0], [0.0, 0.1, 0.1], [0.4, 0.2, 0.6], [0.1, -0.1, -0.1], [0.0, -0.5, 0.6], [0.0, 0.0, -0.2], [-0.3, 0.1, 0.1], [0.0, 0.0, 0.0], [-0.1, -0.2, -0.1], [-0.7, -0.1, 0.5], [0.7, 0.5, 0.5], [-0.4, 0.2, 0.2], [0.5, -0.1, -0.6], [-0.5, -0.7, -0.7], [0.2, 0.1, 0.1], [0.0, 0.0, 0.0], [0.0, 0.0, 0.0], [0.0, 0.0, 0.1], [0.1, 0.1, 0.1], [-0.6, 0.0, 0.0], [0.1, 0.0, -0.1], [-0.1, 0.0, 0.1], [0.0, 0.0, 0.0], [0.1, 0.0, -0.1], [-0.1, 0.0, 0.0], [0.0, 0.1, 0.1], [0.0, -0.1, -0.1], [0.0, 0.0, 0.0], [-1.0, -1.1, -0.1], [-0.1, -0.1, 0.0], [0.5, -0.4, -1.3], [0.0, -0.1, 0.0], [-0.1, 0.0, 0.1], [0.0, 0.1, 0.1], [0.0, 0.0, 0.0], [0.0, 0.0, -0.1], [0.0, -0.3, 0.0], [0.2, 0.0, -0.2], [0.0, 0.1, -0.3], [-0.1, -0.1, 0.0], [-0.1, 0.4, 0.2], [0.1, 0.0, 0.0], [0.0, 0.0, 0.0], [0.0, 0.0, 0.0], [0.0, 0.1, 0.0], [-0.1, 0.1, 0.1], [-0.1, -0.1, 0.2], [-0.1, 0.0, 0.0], [0.0, -0.1, 0.1], [0.0, -0.1, 0.0]],
  "e_lumo_ev": 0.3,
  "homo_energy_ev": -8.325,
  "max_force_ha_per_bohr": 0.0429,
  "total_charge": 0,
  "total_energy_ha": -6606.6299,
  "spin_multiplicity": 5,
  "relative_energy_kj_mol": 4.4,
  "gap_ev": 8.6,
  "s2": 6.00
}


> Number 1 is which compound?

C40H53N4NiOP2Si2


> Which formula does entry 2 have?

C5H9N